The following is a DFT calculation (ωB97M-V/def2-TZVPD) of a molecular structure, C3H7N3O at a distorted geometry.

The value obtained for the highest occupied orbital energy is -8.86 eV. The value obtained for the relative energy (zero: lowest compared OMol25 entry of this formula, charge and spin) is 5.1617 eV. The multiplicity is 1. The value obtained for the orbital gap is 9.73 eV.

CARTESIAN COORDINATES (ANGSTROEM)
H  0.73  -1.66  -0.51
N  -0.54  1.40  -0.44
H  -0.67  -2.36  -0.91
H  0.53  -0.23  2.31
C  0.66  0.53  1.55
N  -0.21  -1.87  -0.15
C  -0.40  0.54  -1.37
H  0.90  1.48  2.04
H  0.56  0.77  -3.03
C  -0.61  0.72  0.77
O  -0.96  -0.69  -0.04
H  1.49  0.28  0.89
N  0.00  0.15  -2.47
H  -1.49  0.95  1.37

Atom charges from the Mulliken analysis, given in e for atoms 1 to 8: atom 1 (H): 0.236, atom 2 (N): -0.583, atom 3 (H): 0.290, atom 4 (H): 0.302, atom 5 (C): -1.085, atom 6 (N): -0.465, atom 7 (C): 0.662, atom 8 (H): 0.357

=====

The following is a DFT calculation (ωB97M-V/def2-TZVPD) of a molecular structure, C18H25AsF6N6O6RhS3 at a distorted geometry.

The value obtained for the highest occupied orbital energy (spin up / spin down) is -17.46 / -17.89 eV. As for the expectation value of S²: 6.034. The multiplicity is 5. The value obtained for the orbital gap (spin up / spin down) is 7.85 / 4.54 eV. The charge is +3.

CARTESIAN COORDINATES (ANGSTROEM)
N  2.77  1.56  -0.75
C  -2.96  -2.83  -1.32
F  1.46  0.72  -4.08
O  3.40  -2.46  1.66
C  -1.76  5.21  -2.74
H  0.01  -3.75  -2.35
S  1.49  1.21  -1.51
H  -3.89  -2.48  -0.88
C  -0.26  0.38  2.71
C  -2.29  -2.45  1.74
N  0.17  -0.06  1.52
C  -0.07  -3.52  -0.19
H  -3.11  -4.91  -0.66
H  -0.55  -4.49  0.00
H  2.36  -0.43  4.69
H  -0.43  4.41  0.13
H  -2.81  -2.29  -2.26
H  -3.84  -4.57  -2.22
Rh  -0.94  0.11  -0.28
C  2.58  3.21  1.37
C  3.51  -1.42  2.34
C  0.68  -3.53  -1.51
C  2.20  -0.75  2.55
N  -2.72  3.22  -1.82
C  -2.65  4.15  -2.78
H  -3.31  -3.83  3.03
H  -3.01  -1.64  1.87
N  -1.07  4.38  -0.66
H  1.71  -0.96  0.46
F  0.63  2.64  -3.55
F  2.90  2.08  2.02
C  1.61  1.77  -3.32
H  5.49  -1.53  2.73
N  -1.88  0.19  -2.01
H  1.43  -4.31  -1.49
H  0.11  0.64  4.80
O  -1.59  0.26  -3.09
C  -2.99  -4.34  -1.58
C  -1.95  3.36  -0.78
C  1.38  -0.63  1.44
As  -1.57  -2.29  -0.07
H  -1.45  -2.27  2.42
H  4.70  -0.10  3.32
O  4.47  3.35  -0.43
H  -3.33  4.02  -3.62
H  -2.22  -4.63  1.90
O  2.14  3.99  -1.09
C  1.75  -0.31  3.80
H  -2.09  -4.68  -2.09
C  -0.93  5.30  -1.64
H  -1.25  0.81  2.75
S  3.07  3.13  -0.42
F  2.78  2.34  -3.52
O  1.24  -0.23  -1.55
C  -2.93  -3.81  2.01
C  0.50  0.27  3.86
O  0.25  1.87  -1.00
H  -0.17  6.05  -1.49
N  4.64  -1.00  2.86
H  0.58  -3.32  0.66
H  1.17  -2.58  -1.71
S  -2.07  2.22  0.56
H  -3.78  -3.99  1.34
F  1.24  3.36  1.48
F  3.17  4.23  1.95
H  -1.70  5.94  -3.53

Atom charges from the Mulliken analysis, given in e for atoms 1 to 8: atom 1 (N): -0.473, atom 2 (C): -0.455, atom 3 (F): -0.165, atom 4 (O): -0.194, atom 5 (C): -0.564, atom 6 (H): 0.263, atom 7 (S): 0.819, atom 8 (H): 0.500